1.
{"formula": "C25H38IN4O4S2SiTl", "method": "ωB97M-V with the def2-TZVPD basis set", "total_energy_ev": -83041.5756, "homo_lumo_gap_ev": 5.43, "max_force_ev_per_a": 0.59, "total_charge": -2, "relative_energy_kj_mol": 17.1, "symbols": ["C", "N", "C", "H", "H", "O", "C", "H", "H", "H", "Si", "H", "C", "H", "H", "H", "C", "O", "H", "S", "C", "C", "H", "C", "C", "C", "H", "H", "H", "N", "C", "H", "C", "H", "H", "H", "H", "S", "C", "H", "N", "H", "H", "Tl", "C", "O", "H", "H", "H", "C", "H", "H", "H", "H", "H", "H", "H", "C", "C", "C", "O", "C", "C", "H", "H", "H", "I", "C", "H", "C", "C", "N", "C", "C", "H", "H"], "positions_angstrom": [[-2.16, 0.53, -5.05], [3.06, -4.71, 0.37], [3.14, -0.56, 0.23], [1.49, 4.56, -2.28], [-2.69, -0.88, -3.48], [1.08, 2.61, -0.65], [1.85, 3.74, -0.32], [2.26, 5.09, 1.33], [1.05, 0.98, -6.02], [-3.02, -3.16, 2.27], [0.47, 1.35, 0.27], [-1.09, -3.91, 1.55], [-3.47, -3.06, 1.29], [-1.25, 1.81, -6.52], [-5.01, -2.73, -2.20], [3.66, 2.65, 0.09], [3.32, 3.42, -0.60], [-0.67, 2.17, 1.21], [3.94, 4.31, -0.49], [-0.22, -0.13, -0.93], [-0.58, 1.83, 3.58], [0.31, -0.41, -4.54], [3.68, -5.45, 0.10], [-4.58, -2.83, -1.21], [-5.32, -2.48, -0.10], [-1.30, -3.76, 0.49], [2.37, -0.79, -0.51], [-1.07, -0.43, 2.15], [4.24, -0.59, 2.74], [0.89, -4.10, 0.35], [-1.43, 1.71, 2.31], [-3.17, 0.88, -5.22], [1.66, -1.34, 2.08], [3.07, 0.49, 3.52], [3.76, -1.46, 0.36], [3.76, 0.26, -0.15], [3.03, -4.46, 1.35], [1.78, -5.68, -1.74], [-1.09, 1.05, -5.77], [-0.40, 2.88, 3.82], [-0.69, -0.91, -3.87], [-5.34, -2.35, 2.07], [0.32, 5.08, -1.05], [-0.24, -3.59, -2.84], [0.19, 0.59, -5.50], [-2.63, -3.66, -2.21], [-3.25, 2.52, 1.51], [-1.08, 1.35, 4.43], [0.97, -1.72, 1.32], [1.83, -4.74, -0.28], [-2.39, 0.14, 1.16], [1.96, 5.78, -1.06], [-2.30, 3.68, 2.46], [4.09, 1.10, 2.21], [0.63, 4.36, 1.36], [1.09, -1.03, 2.97], [-2.61, 0.00, 2.92], [-4.77, -2.61, 1.18], [2.48, -0.17, 1.55], [1.69, 4.17, 1.14], [1.65, 0.97, 1.39], [3.54, 0.23, 2.57], [-3.24, -3.31, -1.14], [-6.33, -2.10, -0.22], [0.38, 1.34, 3.41], [3.41, 3.03, -1.62], [2.23, -1.19, -4.09], [-1.91, 0.27, 2.13], [-3.23, 2.40, 3.29], [-2.68, -3.39, 0.18], [1.38, 4.87, -1.24], [-0.31, -3.88, -0.31], [-2.64, 2.64, 2.40], [-1.91, -0.44, -4.10], [2.03, 3.38, 1.81], [2.33, -2.17, 2.37]], "mulliken_charge": [-0.752, -0.410, -1.252, 0.361, 0.382, -0.669, 2.037, 0.530, 0.381, 0.194, -1.264, 0.267, -0.494, 0.357, 0.366, 0.036, -1.424, -0.348, 0.453, 0.136, -1.479, 0.068, 0.171, -0.417, -0.360, -0.932, 0.102, 0.036, 0.383, -0.677, 2.311, 0.399, -0.966, 0.390, 0.479, 0.246, 0.215, -0.588, -0.231, 0.368, 0.047, 0.355, 0.406, 0.687, -0.566, -0.885, 0.419, 0.382, -0.123, 0.173, 0.327, 0.382, 0.410, 0.344, 0.239, 0.319, 0.584, -0.652, 1.644, -1.428, 0.941, -2.032, 0.363, 0.334, 0.063, 0.306, 0.042, -1.651, 0.383, 0.886, -1.900, 0.484, -2.057, -0.095, 0.129, 0.338]}

2.
{"formula": "C25H38N6O3PS2", "method": "ωB97M-V with the def2-TZVPD basis set", "total_energy_ev": -72584.1538, "homo_lumo_gap_ev": 5.34, "max_force_ev_per_a": 1.89, "total_charge": -1, "symbols": ["H", "P", "C", "H", "C", "C", "C", "O", "H", "H", "H", "H", "H", "H", "H", "H", "N", "C", "C", "H", "N", "H", "H", "C", "C", "H", "H", "S", "H", "H", "S", "N", "C", "C", "H", "H", "N", "C", "H", "H", "N", "C", "C", "H", "C", "H", "O", "C", "H", "C", "O", "H", "C", "C", "H", "H", "H", "C", "H", "H", "C", "H", "C", "H", "H", "H", "C", "C", "H", "C", "C", "N", "H", "H", "H"], "positions_angstrom": [[0.90, -0.61, 6.47], [-3.26, -1.33, 4.32], [0.88, 2.15, 4.91], [1.57, 1.26, -1.72], [-0.95, 0.34, -2.81], [-1.49, 2.33, -1.48], [4.91, -1.59, -6.40], [0.40, -1.16, -1.51], [-0.69, -4.29, 4.65], [1.78, 1.21, 7.95], [-4.57, 0.90, 2.64], [5.12, 0.62, -6.68], [3.66, -3.42, -6.11], [0.31, 1.12, -5.88], [-0.99, -1.79, -2.82], [1.39, -5.94, 4.08], [0.98, 0.35, 6.17], [-4.31, 0.17, 0.65], [1.18, 4.20, -6.71], [0.80, 2.52, -8.14], [3.17, -0.23, -6.49], [0.65, 2.69, -3.96], [-2.31, -0.25, 2.64], [1.45, 1.38, 6.94], [2.67, -1.48, -6.30], [0.70, 2.81, 4.07], [-1.96, 0.49, -3.18], [-1.13, 3.88, -1.11], [0.17, -1.98, 4.70], [1.29, 5.01, -4.63], [-3.15, 1.74, -1.22], [0.78, -2.78, 4.51], [-3.22, -0.86, 2.67], [-4.43, -0.08, 2.15], [0.72, 1.95, -0.37], [1.43, 5.04, -7.33], [-1.81, -1.37, 4.98], [0.56, -0.17, -0.51], [-1.65, -1.11, -1.34], [1.51, -0.37, -0.01], [0.77, 2.96, -4.92], [0.34, -4.06, 4.47], [2.12, -2.74, 4.25], [-5.34, -0.65, 2.35], [1.42, -4.87, 4.18], [-0.31, 0.27, -3.69], [-3.97, -2.77, 4.45], [0.60, 2.15, -6.00], [-2.80, 1.62, 1.17], [1.11, 4.21, -5.34], [-4.28, -0.40, 5.18], [-4.30, -0.79, 0.15], [2.55, -4.02, 4.04], [3.73, -2.35, -6.25], [-4.03, 0.50, 4.96], [5.92, -1.95, -6.41], [2.62, 0.61, -6.56], [1.40, 2.52, 6.18], [-5.16, 0.77, 0.30], [3.56, -4.32, 3.81], [0.85, 2.89, -7.13], [-1.77, -0.75, 5.78], [-2.99, 0.90, 0.38], [2.65, -1.80, 4.24], [-3.26, -3.41, 4.49], [1.61, -1.65, -6.23], [0.65, 1.20, -1.15], [-0.87, -0.99, -2.10], [1.70, 3.50, 6.50], [0.62, 0.81, 4.94], [4.53, -0.28, -6.55], [-0.49, 1.51, -2.04], [-0.23, -0.24, 0.24], [0.22, 0.14, 4.20], [-2.21, 0.16, 0.33]], "mulliken_charge": [0.251, 0.459, -0.692, 0.224, -0.415, 0.061, -0.502, -0.470, 0.212, 0.432, 0.354, 0.361, 0.386, 0.567, 0.401, 0.391, 0.208, -0.642, -0.485, 0.407, 0.110, 0.196, -0.222, -0.607, -0.314, 0.461, 0.599, -0.273, 0.263, 0.403, -0.253, 0.269, -0.263, -0.667, 0.611, 0.401, -0.569, -0.360, 0.248, 0.367, 0.152, -0.390, -0.469, 0.359, -0.567, -0.078, -0.585, -0.572, 0.587, -0.566, -0.604, 0.313, -0.518, -0.556, 0.334, 0.383, 0.212, -0.481, 0.415, 0.396, -0.567, 0.086, 0.053, 0.389, 0.299, 0.370, -0.799, -0.443, 0.386, -0.487, -0.451, 0.278, 0.158, 0.550, -0.495]}

3.
{"formula": "C25H39N5PS", "method": "ωB97M-V with the def2-TZVPD basis set", "total_energy_ev": -54123.8059, "homo_lumo_gap_ev": 6.23, "max_force_ev_per_a": 0.44, "total_charge": 1, "symbols": ["H", "H", "C", "H", "S", "H", "H", "H", "C", "H", "C", "H", "C", "P", "C", "H", "H", "C", "H", "C", "H", "C", "H", "H", "H", "H", "H", "C", "C", "H", "C", "H", "H", "H", "N", "H", "C", "C", "H", "H", "H", "C", "H", "C", "H", "C", "H", "N", "H", "H", "C", "H", "C", "H", "H", "H", "H", "C", "C", "C", "C", "C", "N", "N", "C", "H", "H", "C", "H", "H", "N"], "positions_angstrom": [[-1.13, -4.88, 0.20], [2.58, 3.21, 2.92], [2.38, 4.91, -3.67], [-2.24, -1.08, 5.04], [0.69, 6.84, -1.04], [-0.04, -7.33, -0.15], [1.73, -1.44, 3.78], [-4.65, -3.54, -0.69], [-1.35, -1.41, 4.53], [2.58, -6.91, -0.74], [4.83, 3.13, 2.95], [-8.77, -3.03, -1.94], [0.46, -6.38, -0.23], [-0.01, 4.94, -0.74], [-6.94, -3.53, -3.01], [-0.45, 4.88, 0.58], [2.87, 5.05, -4.64], [2.47, 3.82, -0.36], [2.93, -4.23, -0.72], [3.56, 1.31, 3.36], [5.23, 0.07, 3.70], [-0.10, -0.89, 4.68], [0.54, -3.24, 2.53], [-1.16, 4.76, -1.51], [-7.13, -2.95, 0.23], [0.18, 3.29, -2.96], [-3.40, -1.75, -1.96], [-2.70, -1.06, -1.53], [5.66, 2.08, 3.22], [-0.25, -0.17, 0.29], [-7.71, -3.21, -1.92], [3.22, 3.05, -2.91], [-7.20, -3.66, -4.04], [0.71, -3.21, -0.17], [-5.65, -3.68, -2.57], [2.78, 0.59, 3.53], [-0.12, -5.15, -0.05], [1.83, -6.16, -0.54], [2.35, 4.35, 0.59], [-1.37, -2.33, -0.28], [-1.29, 1.84, -0.80], [3.49, 2.64, 3.05], [5.14, 4.13, 2.72], [-2.68, 0.35, -1.70], [6.73, 2.02, 3.26], [2.28, 3.42, -3.34], [-4.87, -3.92, -3.16], [4.88, 0.98, 3.47], [3.13, 4.43, -0.98], [2.98, 5.47, -2.95], [-5.59, -3.46, -1.22], [1.97, 6.45, -1.11], [2.04, -4.81, -0.54], [-3.36, 0.94, -2.30], [2.15, 2.88, -4.27], [1.11, 1.93, -2.37], [1.40, 5.38, -3.74], [-1.26, -2.48, 3.59], [1.12, 3.02, -2.45], [-1.63, 0.84, -0.96], [1.11, 3.56, -1.01], [-6.85, -3.17, -0.79], [0.85, -4.20, -0.24], [0.75, -1.59, 3.87], [-1.67, -1.38, -0.68], [0.62, 2.79, -0.40], [0.26, -0.08, 5.29], [0.05, -2.57, 3.21], [2.95, 2.88, -0.11], [-2.06, -3.12, 3.26], [-1.03, -0.22, -0.34]], "mulliken_charge": [0.356, 0.511, -1.052, 0.415, -0.146, 0.413, 0.195, 0.506, -0.568, 0.400, -0.546, 0.395, -0.557, 0.280, -0.516, 0.204, 0.384, -1.969, 0.379, -0.318, 0.209, -0.455, 0.575, 0.176, 0.411, 0.458, 0.442, 0.064, -0.515, 0.210, -0.394, 0.374, 0.383, 0.094, 0.005, 0.233, -0.338, -0.455, 0.572, 0.245, 0.317, -0.461, 0.413, -1.134, 0.398, -0.655, 0.219, 0.063, 0.296, 0.204, -0.478, 0.180, -0.519, 0.412, 0.437, 0.305, 0.263, -0.331, -0.732, -0.098, 0.912, -0.531, 0.219, 0.029, -0.610, 0.078, 0.413, -0.694, 0.420, 0.447, 0.162]}